C46H63Cl3N4O4PSSbSe4Ti as an isolated structure at a distorted geometry. Source: the OMol25 dataset; level of theory: the ωB97M-V functional and the def2-TZVPD basis.

XYZ file:
```
128
Properties=species:S:1:pos:R:3:forces:R:3:lowdin_charge:R:1
Ti 0.78752 1.02613 -0.84421 0.625 -0.633 -0.111 0.320
C -1.79224 2.58659 0.38494 -0.596 0.566 2.270 -0.177
N -0.57079 2.64904 -0.38019 0.447 0.250 -0.343 -0.027
C -0.13999 3.80911 -0.74409 -0.426 -1.653 -0.082 -0.111
C 1.09839 3.86858 -1.41334 1.714 2.214 1.102 -0.275
C 1.93656 5.03386 -1.54910 1.331 0.139 -1.109 0.028
C 3.22548 4.58165 -1.84032 -0.822 0.379 1.499 0.007
C 3.14057 3.14908 -1.70102 -0.198 -0.258 -0.486 -0.070
N 1.87597 2.79365 -1.44774 0.396 -2.537 -0.553 -0.033
C -2.63736 1.37765 0.10408 0.538 0.647 -1.339 -0.252
C -3.23356 1.34601 -1.15950 -0.302 -2.515 0.574 -0.013
C -3.65497 0.06471 -1.62108 -0.012 0.872 0.189 -0.045
C -3.57098 -1.08683 -0.80909 0.518 0.798 -0.222 -0.107
C -3.02311 -0.99376 0.47915 0.267 0.282 -0.761 -0.136
C -2.50640 0.24738 0.88826 0.008 -0.620 1.170 -0.104
H -2.31666 3.53420 0.27065 -0.387 0.013 -0.367 0.130
H -1.56319 2.60291 1.48544 0.423 -0.188 -0.836 0.129
H -0.64690 4.69884 -0.51568 -0.843 1.186 0.228 0.129
H 1.62889 6.05990 -1.43029 -0.071 0.009 -0.067 0.121
H 4.17332 5.13093 -1.81858 -0.664 -0.126 -0.396 0.124
H 3.90136 2.37150 -1.87014 -0.313 0.639 0.322 0.117
H -3.25746 2.24030 -1.76422 -0.110 -0.082 -0.212 0.117
H -4.00719 0.00428 -2.64958 -0.088 -0.211 0.254 0.108
H -3.83372 -2.07478 -1.19507 -0.147 0.428 0.051 0.102
H -2.95221 -1.92618 1.04777 0.145 0.583 0.135 0.102
H -1.94013 0.36970 1.83875 -0.487 -0.332 -0.730 0.101
O -0.10953 2.85376 5.14599 0.013 2.093 -0.878 -0.171
H -0.06027 3.76371 4.69704 -0.458 -1.903 0.809 0.006
H 0.83810 2.67614 5.20292 0.234 -0.492 0.214 -0.103
O 3.60370 -1.95546 4.86646 0.747 2.349 0.924 -0.112
H 4.16081 -1.91550 4.09620 0.239 -0.830 -1.136 0.045
H 3.90923 -1.03169 5.16826 -1.011 -1.577 0.141 -0.005
O -0.48265 -0.02639 -1.47595 -0.860 -0.369 0.009 -0.360
H 1.84872 -1.66399 4.70849 0.149 0.383 -0.240 0.096
H -0.97587 -0.45236 -0.74103 0.050 0.058 -0.543 -0.005
Se 1.14380 4.16316 2.27728 -0.893 0.985 -0.277 0.066
Sb 2.99049 2.89617 2.82164 0.923 -1.699 0.735 -0.043
Se 4.99290 3.05855 1.59729 0.017 0.055 -0.397 -0.036
Se 2.96458 1.29762 4.68079 -0.056 0.966 -0.549 0.050
Se 1.17403 0.19410 1.16442 0.407 0.029 0.296 0.227
C -0.55381 -3.97111 -2.97186 -1.331 -2.450 2.275 -0.221
C -0.31037 -3.27252 -4.25108 0.848 -0.151 -3.002 -0.207
C 0.22919 -1.88725 -3.95227 -0.012 -0.361 -0.186 -0.239
C 1.56804 -1.95508 -3.27386 2.165 -0.440 -0.328 -0.394
C 1.72481 -3.12164 -2.23505 -3.248 2.573 0.495 -0.148
C 0.26290 -3.40680 -1.77759 1.510 -3.821 -0.341 -0.180
P 2.20126 -0.26455 -2.75146 -0.601 -1.050 0.376 1.088
C 2.03195 0.74650 -4.25363 -0.777 0.349 -1.699 -0.415
C 0.56411 1.25346 -4.62218 0.656 -0.134 -1.193 -0.156
C 0.41427 1.45919 -6.20587 -1.174 0.467 0.462 -0.184
C 1.64477 2.10236 -6.81353 -0.356 1.759 0.809 -0.231
C 2.88809 1.28697 -6.62277 1.295 -0.659 0.841 -0.185
C 2.69150 0.13717 -5.55551 -0.580 1.894 -0.059 -0.149
C 4.01665 -0.44993 -2.62225 1.118 0.153 0.830 -0.433
C 4.67160 -1.68127 -3.26898 -0.050 -0.735 -0.422 -0.188
C 6.20495 -1.82756 -3.04209 -1.213 1.255 0.291 -0.175
C 6.72631 -0.47194 -2.62680 1.676 -0.025 -0.618 -0.211
C 6.13843 -0.03748 -1.27759 0.643 -0.717 -0.282 -0.178
C 4.63722 -0.29936 -1.20211 -0.886 0.091 -0.034 -0.201
H -0.27046 -5.07649 -3.07340 -0.496 1.395 0.144 0.130
H -1.65103 -3.97827 -2.64930 1.251 0.087 -0.595 0.124
H -1.20631 -3.20505 -4.95021 0.967 -0.178 1.030 0.135
H 0.47887 -3.86947 -4.84579 -1.053 0.919 0.664 0.140
H -0.46375 -1.46247 -3.27652 -0.911 0.883 0.570 0.076
H 0.31879 -1.23758 -4.80743 -0.213 -0.058 -0.453 0.089
H 2.28443 -2.30295 -4.05042 -0.233 0.788 0.056 0.108
H 2.20022 -2.80001 -1.33807 1.102 0.131 0.496 0.091
H 2.19797 -3.90207 -2.74133 0.706 -1.546 -0.277 0.095
H -0.14940 -2.53150 -1.39741 -0.717 1.576 0.755 0.055
H 0.29230 -4.19988 -0.94078 -0.248 1.225 -1.146 0.139
H 2.54114 1.67870 -3.98395 0.410 -0.157 -0.144 0.085
H 0.44181 2.22470 -4.17351 0.061 0.692 0.135 0.084
H -0.24510 0.68357 -4.17436 0.038 -0.396 -0.289 0.078
H -0.41932 2.17357 -6.41415 0.345 -0.593 0.489 0.117
H 0.13186 0.56390 -6.77734 0.152 -0.137 0.503 0.110
H 1.81358 3.02876 -6.21881 -0.289 -0.238 -0.328 0.115
H 1.46627 2.49826 -7.83530 0.151 -0.681 0.438 0.124
H 3.68654 1.94626 -6.23686 -0.163 -0.253 -0.138 0.111
H 3.27310 0.93402 -7.57647 -0.037 -0.542 0.026 0.107
H 3.63670 -0.30784 -5.30224 0.275 -0.251 -0.216 0.075
H 2.00018 -0.57568 -5.98832 0.103 -0.498 0.121 0.103
H 4.34920 0.44836 -3.13272 0.180 0.222 -0.549 0.092
H 4.42835 -1.71736 -4.33740 0.179 -0.084 0.234 0.094
H 4.32091 -2.61409 -2.83124 -0.873 0.136 -0.031 0.100
H 6.65210 -2.14643 -3.96201 0.419 -0.412 -0.313 0.107
H 6.32912 -2.54779 -2.25332 0.467 -0.452 0.221 0.109
H 6.52992 0.16038 -3.50141 -0.363 0.544 0.451 0.111
H 7.84280 -0.48124 -2.64307 -0.674 -0.003 0.546 0.124
H 6.39873 0.95805 -1.02019 0.022 1.318 -0.160 0.082
H 6.67492 -0.58666 -0.48840 -0.336 -0.226 -0.216 0.123
H 4.08676 0.42507 -0.56582 0.394 -0.209 -0.346 0.069
H 4.50564 -1.24971 -0.72551 -0.305 -0.653 0.516 0.104
Cl -7.55672 4.41143 5.25277 -0.368 0.135 -0.216 0.714
C -6.45612 3.10213 5.11284 0.685 0.062 0.680 -0.662
C -5.70486 2.91165 3.94754 -1.360 0.924 0.081 -0.075
C -4.80942 1.89311 3.92773 -0.276 -0.400 0.297 -0.042
C -4.56769 1.07199 5.00771 1.719 -1.596 0.287 -0.202
C -3.54163 -0.08082 4.80781 0.194 -0.772 -1.142 -0.232
C -2.23812 0.16087 5.56467 1.067 1.321 -0.741 -0.043
N -1.14244 -0.82808 5.48646 -0.039 0.249 -1.471 -0.004
C -1.01034 -2.04706 6.08231 -0.444 -0.892 1.468 -0.010
C 0.26175 -2.45056 5.84087 -0.285 -0.401 -0.581 -0.036
N 0.86107 -1.57174 4.97892 -1.536 0.175 0.807 0.131
C -0.01989 -0.59568 4.78679 0.395 0.314 0.407 -0.081
O -3.94183 -1.42639 5.16882 -0.695 1.103 0.118 -0.110
C -5.21407 -1.83954 4.65222 -0.305 -0.957 0.014 -0.142
C -5.09463 -2.73616 3.44109 -0.257 -1.444 1.584 -0.300
C -5.48603 -2.44792 2.18957 1.039 -0.984 -0.720 -0.969
Cl -5.89943 -0.94141 1.55955 -0.655 0.675 -0.117 0.759
S -5.21598 -3.79892 1.12492 -0.601 0.240 -1.099 0.991
C -4.76421 -4.84115 2.37949 0.406 0.303 1.159 -0.414
C -4.77171 -4.15772 3.55668 0.186 0.782 -0.965 -0.134
C -5.19357 1.34972 6.18172 -1.533 1.132 0.835 -0.579
Cl -4.87727 0.58152 7.69716 0.172 -0.477 -0.049 0.762
C -6.19650 2.34854 6.24337 0.995 -1.264 -0.728 -0.110
H -5.94790 3.54003 3.08848 0.343 -0.267 0.181 0.118
H -4.29937 1.61219 3.06575 0.760 -0.044 -1.682 0.084
H -3.34375 -0.09951 3.69808 -0.025 0.067 0.844 0.139
H -2.42648 0.36266 6.58223 -0.414 -0.326 1.358 0.095
H -1.73079 1.10865 5.27487 -0.606 -0.439 -0.346 0.130
H -1.80751 -2.52587 6.69018 0.818 0.654 -0.676 0.155
H 0.80523 -3.30358 6.11330 0.272 -1.062 0.521 0.118
H 0.24287 0.32149 4.32824 -0.104 0.713 -0.585 0.069
H -5.89193 -1.02781 4.40671 0.214 0.491 0.075 0.110
H -5.74263 -2.43571 5.42838 0.593 0.444 -0.193 0.146
H -4.41025 -5.87578 2.32718 -0.486 0.513 -0.567 0.089
H -4.48910 -4.69530 4.42192 0.163 0.043 1.122 0.101
H -6.72674 2.35827 7.16752 -0.471 0.736 0.348 0.095
```
Positions in Å, forces in eV/Å.

Its charge is +1. Its HOMO energy (spin up / spin down) is -10.1 / -10.0 eV. The calculation puts the LUMO energy (spin up / spin down) at -3.2343 / -5.8856 eV. The calculation puts the total energy at -411599.314 eV. As for the expectation value of S²: 0.78. The spin multiplicity is 2. The gap between HOMO and LUMO (spin up / spin down) is 6.91 / 4.09 eV. Its molar mass is 1390.90 Da.